No. 1
# C4H6N2

An isolated molecule of C4H6N2 (wB97M-V/def2-TZVPD, the Open Molecules 2025 dataset).

The geometry in XYZ format:
```
12
Properties=species:S:1:pos:R:3:forces:R:3
H -0.9642 1.7240 0.4045 0.9 -0.1 0.1
N -1.0720 0.8004 0.8134 -1.9 -0.3 -0.2
C -0.5185 -0.1967 0.2516 0.6 0.7 1.1
C -0.9475 -1.5752 0.6638 0.0 -0.1 0.0
C 0.6782 -0.0930 -0.5721 0.1 -0.2 -0.2
C 1.1948 1.0923 -0.8163 0.1 0.0 -1.0
N 1.5005 2.1531 -1.3073 -0.1 0.1 0.0
H -0.3382 -2.3486 0.2044 0.0 -0.1 0.0
H -0.8834 -1.6730 1.7458 0.0 0.0 0.0
H -1.9902 -1.7185 0.3870 0.0 -0.1 0.0
H 1.2031 -0.9836 -0.8768 0.1 0.0 -0.2
H 2.1375 2.8188 -0.8981 0.2 0.0 0.3
```
Forces are in eV/Å.

HOMO level	-8.73	eV
2S+1	1
structure (SMILES)	[H]/N=C(/C)C=C=N
ΔE to the lowest compared entry with this formula, charge and spin	45.99	kcal per mole


No. 2
# C46H35BrGdN13O3P

A structure of composition C46H35BrGdN13O3P (wB97M-V/def2-TZVPD, the Open Molecules 2025 dataset).

The geometry in XYZ format:
```
100
Properties=species:S:1:pos:R:3:forces:R:3
Gd 1.6229 -0.1674 -1.0665 -0.4 -0.7 1.4
N 0.5347 3.1351 -0.5120 0.6 0.5 -0.5
P 2.0632 2.5115 0.0069 -0.6 0.8 1.6
C 2.9360 4.0822 0.3768 0.3 -0.1 -0.5
C 2.4183 5.3683 0.2854 0.0 -0.1 -0.1
C 3.1004 6.4268 0.8658 0.0 0.1 0.0
C 4.2975 6.2180 1.5268 0.0 0.0 -0.1
C 4.8604 4.9516 1.5441 0.0 0.0 0.0
C 4.1842 3.8930 0.9699 0.0 0.0 -0.1
C 1.7869 2.1675 1.7963 0.2 -0.2 -0.2
C 0.9225 2.8775 2.6187 -0.1 0.0 -0.1
C 0.9072 2.6194 3.9804 0.0 0.1 0.0
C 1.7604 1.6687 4.5210 0.1 0.0 0.0
C 2.6383 0.9758 3.7067 0.0 0.0 0.1
C 2.6455 1.2174 2.3470 0.0 0.2 -0.3
C -0.4939 2.3879 -1.0228 -0.6 -0.2 0.0
C -1.5830 3.0226 -1.6494 0.1 -0.1 0.0
C -2.6754 2.2754 -2.0150 0.3 0.0 0.1
C -2.6770 0.9030 -1.7601 0.2 -0.1 0.1
C -1.5550 0.3482 -1.1903 -0.3 -0.1 0.0
N -0.4713 1.0593 -0.8290 -0.4 1.0 -0.1
H 0.5667 4.0868 -0.8682 -0.1 -0.3 0.2
H 1.4919 5.5891 -0.2265 -0.1 0.0 0.0
H 2.6863 7.4218 0.8051 -0.1 0.1 0.0
H 4.7989 7.0418 2.0094 0.1 0.1 0.0
H 5.8202 4.7920 2.0104 0.1 -0.1 0.0
H 4.6128 2.8996 0.9888 0.1 0.0 0.1
H 0.2651 3.6219 2.1887 0.0 0.1 0.0
H 0.2525 3.1786 4.6325 -0.1 0.1 0.0
H 1.7499 1.4669 5.5804 0.0 0.0 0.2
H 3.3160 0.2553 4.1323 0.1 -0.2 0.1
H 3.3284 0.6756 1.6983 0.0 0.0 0.1
H -1.5484 4.0866 -1.8265 0.0 0.1 0.0
H -3.5227 2.7456 -2.4872 -0.1 0.1 -0.1
H -3.5285 0.2930 -2.0101 -0.1 -0.1 0.0
H -1.5117 -0.7145 -0.9675 0.0 0.0 -0.1
C -1.4428 -5.5167 -1.4648 -0.6 -0.4 0.0
N -0.6210 -4.3533 -1.6993 0.6 0.6 0.6
C -0.1405 -3.4356 -0.8536 0.1 0.0 0.0
N 0.5117 -2.4947 -1.5294 -0.1 -0.1 0.1
C 0.3912 -2.9153 -2.8212 -0.1 0.0 0.1
N -0.2902 -4.0186 -2.9420 0.0 -0.3 -1.0
C -2.9074 -5.1388 -1.5182 0.0 -0.1 0.0
C -3.7430 -5.5362 -2.5545 0.1 0.0 0.1
C -5.0801 -5.1599 -2.5577 0.0 0.0 0.0
C -5.5915 -4.3629 -1.5506 0.1 0.0 0.1
C -4.7502 -3.9484 -0.5216 0.5 -0.3 -0.2
C -3.4179 -4.3465 -0.5053 -0.2 -0.1 -0.1
C -5.2130 -3.0849 0.5324 -0.8 0.4 0.3
N -6.4121 -2.6431 0.7630 0.3 -1.1 -1.3
N -6.3384 -1.8315 1.8216 0.5 1.0 1.4
C -5.0965 -1.8003 2.2034 -0.9 -0.2 -0.4
O -4.3187 -2.5877 1.4214 -0.1 0.1 0.0
C -4.4924 -0.9982 3.2358 0.5 0.1 0.3
C -5.2446 -0.1018 3.9894 0.1 -0.1 -0.2
C -4.6015 0.7064 4.9057 0.0 -0.1 0.0
C -3.2279 0.6302 5.0719 0.1 -0.1 0.0
C -2.4748 -0.2749 4.3329 0.0 0.1 0.0
C -0.9845 -0.3825 4.5381 -0.3 0.2 0.7
N -0.2671 -0.6794 3.3238 0.0 0.3 -0.9
C -0.3456 -0.1006 2.1226 0.1 -0.1 -0.1
N 0.4997 -0.6891 1.2820 -0.1 -0.1 0.0
C 1.0770 -1.6494 2.0554 -0.2 0.2 0.0
N 0.6289 -1.6611 3.2815 0.6 -1.0 0.5
C -3.1162 -1.0970 3.4233 -0.2 0.1 0.1
H -1.1973 -5.9305 -0.4831 0.1 0.0 -0.2
H -1.2017 -6.2389 -2.2478 0.1 0.1 0.2
H -0.2453 -3.4747 0.2145 -0.1 -0.1 0.1
H 0.7927 -2.3935 -3.6650 0.1 0.1 -0.1
H -3.3533 -6.1396 -3.3610 0.0 -0.1 -0.1
H -5.7231 -5.4927 -3.3582 -0.1 0.0 -0.1
H -6.6222 -4.0489 -1.5363 -0.1 0.0 -0.1
H -2.7852 -4.0394 0.3141 0.1 0.0 0.1
H -6.3082 -0.0494 3.8321 -0.2 0.1 0.0
H -5.1717 1.4047 5.4942 -0.1 0.1 0.1
H -2.7489 1.2678 5.7984 0.1 0.1 0.1
H -0.7536 -1.1967 5.2329 0.1 0.1 -0.1
H -0.5973 0.5507 4.9584 0.0 -0.2 0.0
H -1.0174 0.7048 1.8992 -0.1 0.2 -0.1
H 1.8299 -2.3210 1.6898 0.2 -0.1 0.0
H -2.5613 -1.8306 2.8563 0.1 0.0 -0.1
N 7.3567 -1.7840 2.1964 0.5 0.1 0.4
C 6.5134 -1.8350 1.4158 0.3 0.3 0.5
N 5.5819 -1.9722 0.5347 -0.3 -0.6 -0.8
C 4.5560 -1.4393 0.1265 -0.4 -0.1 -0.1
N 3.5319 -1.0785 -0.3556 0.5 0.0 0.3
Br 3.6676 3.7411 -7.4816 0.0 -0.2 0.1
C 3.3612 2.0352 -6.7028 0.0 0.2 -0.1
C 3.5950 0.8906 -7.4492 0.0 0.1 0.0
C 3.3666 -0.3509 -6.8801 0.0 0.0 0.0
C 2.8743 -0.4463 -5.5914 -0.1 0.1 0.1
C 2.6414 0.7102 -4.8541 0.0 -0.1 -0.1
C 2.9040 1.9599 -5.3994 0.0 0.0 0.0
C 2.0881 0.6072 -3.4786 0.4 0.9 -1.3
O 2.4627 1.3891 -2.5686 0.1 0.1 -0.3
O 1.2201 -0.2769 -3.2344 -0.3 -0.8 -0.7
H 3.9564 0.9719 -8.4620 0.0 0.0 -0.1
H 3.5722 -1.2438 -7.4491 0.0 -0.1 -0.1
H 2.6866 -1.4093 -5.1410 0.0 -0.1 0.0
H 2.7371 2.8485 -4.8106 0.0 0.1 0.0
```
Forces are in eV/Å.

HOMO level (alpha / beta)	-10.88 / -10.88	eV
2S+1	8
ΔE to the lowest compared entry with this formula, charge and spin	0.00	kcal per mole
total charge	+1


No. 3
# C2H7N5

An isolated molecule of C2H7N5 (wB97M-V/def2-TZVPD, the Open Molecules 2025 dataset).

The geometry in XYZ format:
```
14
Properties=species:S:1:pos:R:3:forces:R:3
C -1.8891 -1.3441 -0.0773 -1.5 0.7 1.2
C 1.7053 -0.7008 0.2913 -3.7 0.2 -2.7
N -2.2558 -0.1343 0.2366 0.2 -1.5 -0.2
N -1.5203 0.9033 -0.1563 -0.3 2.7 0.1
N 0.2802 -0.4073 -0.3323 2.7 0.0 0.7
N -0.2387 0.7692 -0.2306 0.8 -1.9 0.4
N 0.6183 1.8701 -0.0172 1.0 -0.6 -2.0
H -2.4210 -2.1725 0.3948 -0.1 0.3 -0.1
H -1.1362 -1.4882 -0.7816 0.4 -0.8 -1.0
H 2.3413 -0.0648 -0.2632 1.4 -0.3 -1.1
H 1.8030 -0.3109 1.2468 -0.2 0.1 2.3
H 1.6572 -1.7972 0.1399 1.1 0.9 0.4
H 0.1666 2.5717 0.4771 -1.5 1.3 1.3
H 0.8892 2.3060 -0.9280 -0.3 -0.9 0.8
```
Forces are in eV/Å.

HOMO level	-8.24	eV
2S+1	1
ΔE to the lowest compared entry with this formula, charge and spin	139.93	kcal per mole


No. 4
# C19H30Br30N2O6P2S

A structure of composition C19H30Br30N2O6P2S (wB97M-V/def2-TZVPD, the Open Molecules 2025 dataset).

The geometry in XYZ format:
```
90
Properties=species:S:1:pos:R:3:forces:R:3
C 2.0295 -0.5349 2.2614 0.0 0.8 -0.2
C 2.7095 0.5698 1.4382 -0.6 0.0 0.3
O 3.9439 0.9790 2.0042 0.4 0.0 0.0
C 3.0049 0.1458 0.0068 -0.3 -0.8 0.0
N 1.8012 -0.3960 -0.6636 0.6 0.7 0.0
C 1.3564 0.4435 -1.7727 -0.8 -0.5 -0.1
C 0.8330 1.8260 -1.3227 0.6 -1.5 -0.2
O 1.8347 2.7965 -1.6483 -1.5 0.1 0.8
C 1.4162 4.1468 -1.5308 2.6 1.2 -1.8
P 2.4689 5.0759 -2.8262 -0.6 0.6 0.8
P 4.5543 4.5328 -2.5948 1.1 -0.4 -0.6
O 5.3122 5.7431 -2.8471 0.1 1.3 -0.2
O 5.0444 3.3809 -3.6592 -0.6 -0.2 1.6
O 4.9070 4.0078 -1.0950 -0.5 -0.9 -1.3
N 0.0900 4.5183 -1.9175 -0.5 -1.4 -0.4
C -0.7932 4.5931 -0.8496 3.5 0.6 0.8
O -1.9651 4.4869 -0.8491 -2.4 -0.1 -0.1
C 0.1399 4.8012 0.3571 -1.2 0.5 0.1
C 1.5835 4.8861 -0.1882 -1.4 -1.0 2.2
S 2.6489 4.1382 1.1042 0.8 -0.4 -0.1
H 2.7519 -1.2994 2.5437 -0.1 -0.1 0.1
H 1.1847 -0.9442 1.7109 0.1 -0.2 -0.1
H 1.5887 -0.0367 3.1287 0.3 -0.3 0.3
H 2.0236 1.4222 1.4687 0.0 0.0 -0.4
H 3.7993 1.6069 2.7212 -0.1 -0.1 -0.1
H 3.7386 -0.6662 0.0662 0.2 0.2 0.0
H 3.4423 0.9484 -0.5946 0.0 0.1 0.2
H 2.0229 -1.3223 -0.9999 -0.2 0.0 -0.1
H 0.4923 -0.0856 -2.2240 1.2 0.4 0.7
H 2.0982 0.5433 -2.5799 0.1 0.3 0.2
H 0.6279 1.7421 -0.2507 0.0 0.4 0.0
H -0.1080 1.9743 -1.8590 0.1 0.5 0.0
H 2.0402 4.5287 -4.0668 0.3 -0.5 0.4
H 5.5923 2.7654 -3.1471 0.1 -0.1 -0.6
H 4.8423 3.0368 -1.1032 -0.2 0.2 0.7
H -0.2260 4.0926 -2.7810 -0.2 0.3 -0.1
H -0.0880 3.9452 1.0012 0.6 -0.1 0.0
H -0.1788 5.6580 0.9543 0.1 0.2 -0.2
H 1.9421 5.9044 -0.2688 -0.3 0.1 -0.6
H 2.0253 4.5527 2.2346 -0.2 0.1 -0.6
C -2.8913 -1.3443 -3.5070 -0.1 0.0 -0.1
Br -1.2450 -0.3379 -3.3528 -1.1 -0.4 -0.5
Br -3.3977 -1.6260 -5.3481 0.1 0.0 0.1
Br -2.7916 -3.0036 -2.5326 0.0 0.2 -0.1
H -3.6710 -0.7507 -3.0491 0.0 0.0 0.0
C 4.3527 6.3956 4.3123 0.0 0.0 -0.1
Br 5.1169 4.6367 4.1369 0.1 0.2 -0.1
Br 2.4834 6.3189 4.7910 0.1 0.0 0.0
Br 5.3603 7.4957 5.5322 -0.1 -0.1 0.0
H 4.4104 6.8632 3.3390 0.0 0.0 0.0
C -4.4152 -6.4047 -0.3365 0.1 0.2 -0.2
Br -5.8295 -5.1224 -0.0841 0.3 0.1 -0.2
Br -4.7283 -7.5059 -1.8850 0.0 0.1 0.0
Br -2.6782 -5.5651 -0.3872 -0.1 -0.2 0.1
H -4.4246 -7.0600 0.5199 0.1 0.0 -0.1
C -3.3782 -11.5163 -1.5120 0.1 0.0 0.0
Br -2.6640 -13.3003 -1.6292 -0.1 0.1 0.0
Br -5.2537 -11.5322 -1.0481 0.1 0.0 0.0
Br -2.3474 -10.4122 -0.3123 -0.1 -0.1 0.0
H -3.2990 -11.0757 -2.4961 0.0 0.0 0.0
C 3.2724 2.7547 7.7953 0.1 -0.1 0.0
Br 4.8879 3.7933 7.9600 -0.1 -0.1 0.0
Br 2.7546 2.5258 5.9537 -0.1 -0.2 0.1
Br 3.4078 1.0653 8.7130 0.0 0.1 -0.1
H 2.4853 3.3142 8.2772 0.0 0.0 0.0
C -2.7801 3.6082 -5.3620 -0.1 0.0 0.0
Br -2.6997 3.9350 -3.4639 -0.2 -0.1 -0.3
Br -1.0102 3.4097 -6.1098 -0.1 0.0 0.1
Br -3.9049 2.0991 -5.7805 0.1 0.1 0.0
H -3.2261 4.4787 -5.8232 0.0 0.0 0.0
C 1.2235 9.1579 -4.2765 0.2 0.0 -0.1
Br 2.7433 7.9909 -4.1081 0.0 0.7 -0.3
Br 1.0988 9.9410 -6.0360 0.0 -0.1 0.1
Br -0.4119 8.2543 -3.7801 0.1 0.0 0.0
H 1.3633 9.9696 -3.5767 0.0 0.0 0.0
C -3.5711 -17.7663 -1.1058 0.0 0.0 0.0
Br -4.7907 -16.5841 -0.1967 0.1 0.0 -0.1
Br -3.6338 -17.5193 -3.0169 0.0 0.0 0.1
Br -1.7758 -17.5950 -0.4236 -0.1 0.0 -0.1
H -3.8947 -18.7775 -0.9037 0.0 0.0 0.0
C -7.3525 -8.8095 1.4894 0.0 -0.1 0.0
Br -8.4733 -9.6238 2.8282 0.1 0.1 -0.1
Br -8.3906 -7.8412 0.1892 0.1 -0.1 0.1
Br -5.9720 -7.7190 2.2956 -0.4 -0.3 0.4
H -6.8508 -9.6102 0.9625 0.0 0.0 0.0
C -1.2296 4.4651 6.6264 0.0 -0.1 0.0
Br 0.3527 4.8052 7.6730 -0.2 0.2 0.0
Br -0.8817 4.6017 4.7323 0.0 0.0 0.1
Br -2.0384 2.7777 7.0812 0.1 0.1 0.0
H -1.9429 5.2385 6.8742 0.0 0.0 0.0
```
Forces are in eV/Å.

HOMO level	-8.79	eV
2S+1	1


- Which value of 2S+1 does entry 4 give?
  1


- 2S+1 of number 2 (C46H35BrGdN13O3P)?
  8


- Which of these has the highest 2S+1?
  C46H35BrGdN13O3P